{
  "formula": "C5H12NO",
  "method": "ωB97M-V/def2-TZVPD",
  "species": ["O", "N", "C", "C", "C", "C", "C", "H", "H", "H", "H", "H", "H", "H", "H", "H", "H", "H", "H"],
  "coordinates": [[1.226412, 2.295471, 0.383979], [1.492898, -0.229511, 0.629154], [1.040192, 1.738515, -0.660233], [0.784242, 0.210520, -0.660758], [-1.409477, 0.644755, 0.545860], [-0.687405, -0.209754, -0.532317], [-0.888857, -1.691869, -0.165759], [-1.200232, 0.179852, 1.510896], [-2.483297, 0.473813, 0.434646], [1.887275, -1.163660, 0.566085], [-1.167761, -0.018791, -1.493326], [2.024461, 0.551919, 1.025295], [-1.948888, -1.916536, -0.181672], [-1.280564, 1.710369, 0.436705], [1.368279, 2.167179, -1.619700], [-0.495406, -1.891792, 0.822125], [-0.436454, -2.293759, -0.951380], [0.768109, -0.326924, 1.348256], [1.406475, -0.229793, -1.437856]],
  "atomic_forces_ev_per_a": [[-0.26, 0.37, 0.04], [-1.67, 0.04, 0.69], [1.36, -0.85, -0.30], [0.59, 0.20, 1.04], [-0.54, -1.13, -0.82], [-0.72, 0.44, 0.13], [0.28, 0.76, -1.20], [0.22, 0.77, 0.41], [0.06, -0.07, -0.11], [0.76, 0.25, -0.09], [0.14, 0.00, -0.09], [0.80, -0.30, -0.27], [-0.14, -0.01, 0.20], [0.34, 0.19, 0.49], [-0.81, 0.35, -0.12], [0.06, -0.43, 0.20], [0.21, -0.41, 0.28], [-0.15, -0.01, -0.04], [-0.52, -0.16, -0.40]],
  "lumo_ha": -0.1453,
  "smiles": "CC(C)[C@H]([NH3+])C=O",
  "max_force_ev_per_a": 1.8,
  "energy_ha": -327.427353,
  "relative_energy_ev": 0.877,
  "charge": 1
}